The following is a DFT calculation (ωB97M-V/def2-TZVPD) of 10 unconnected molecules or ions with the total composition C28H46F6O26PS4 at a distorted geometry.

Computed properties:
- HOMO level: -8.4786 eV
- Total charge: -1
- Gap between HOMO and LUMO: 0.36706 Ha
- ΔE to the lowest compared entry with this formula, charge and spin: 153.88 kcal/mol
- Total energy: -151952.519 eV

Positions of all 111 atoms, in Å:
1 P -0.106740 0.364860 0.834822
2 F -0.975420 -0.438460 1.943242
3 F -0.335120 -0.847460 -0.209228
4 F -1.464620 1.021720 0.248402
5 F 0.657170 1.167300 -0.358828
6 F 0.120640 1.496110 1.922292
7 F 1.206530 -0.452250 1.333552
8 O -0.428690 -7.128310 6.090432
9 C -0.493700 -6.113900 6.798882
10 O -0.812070 -6.207940 8.116782
11 C -0.754680 -5.004260 8.792612
12 C -0.763550 -4.006730 7.680932
13 C -0.114690 -4.648750 6.499472
14 H 0.025540 -4.784170 9.521242
15 H -1.674060 -4.864520 9.361222
16 H -0.336830 -3.047750 7.974812
17 H -1.806520 -3.838610 7.412502
18 H 0.973470 -4.662240 6.561362
19 H -0.523190 -4.384620 5.524032
20 O 2.520630 -2.815310 -8.801258
21 C 1.460370 -2.363320 -8.304788
22 O 0.539460 -1.882190 -9.028168
23 C -0.549340 -1.419360 -8.281698
24 C -0.070670 -1.359880 -6.845038
25 C 1.210210 -2.143280 -6.789368
26 H -1.402250 -2.093650 -8.358948
27 H -0.794690 -0.390860 -8.546428
28 H -0.831540 -1.625470 -6.111118
29 H 0.274010 -0.341490 -6.665648
30 H 1.158630 -3.114090 -6.296458
31 H 2.043390 -1.573760 -6.377578
32 O -7.478510 2.218840 -7.232038
33 C -7.040800 2.575930 -6.215398
34 O -6.795580 1.684350 -5.285858
35 C -5.988330 2.165670 -4.261868
36 C -5.843170 3.723430 -4.522418
37 C -6.823720 3.976390 -5.641958
38 H -5.003390 1.708520 -4.166958
39 H -6.424760 1.972850 -3.281848
40 H -4.822720 3.976840 -4.809748
41 H -6.051830 4.379760 -3.677558
42 H -6.493010 4.643970 -6.437608
43 H -7.811830 4.387230 -5.434748
44 O -4.588000 -8.135740 0.036692
45 C -4.823340 -6.996580 -0.279328
46 O -5.745360 -6.722980 -1.158008
47 C -5.968760 -5.343300 -1.315678
48 C -5.080820 -4.717180 -0.249188
49 C -4.054520 -5.702140 0.091282
50 H -6.946830 -4.958470 -1.026888
51 H -5.788540 -5.064030 -2.353768
52 H -5.685430 -4.401280 0.600962
53 H -4.689920 -3.796810 -0.683028
54 H -3.741720 -5.661070 1.134622
55 H -3.220370 -5.683730 -0.610108
56 O 5.939290 -4.081980 -1.699268
57 C 5.819890 -4.749060 -0.634018
58 O 6.558090 -4.565110 0.466562
59 C 5.972350 -5.261490 1.491992
60 C 5.391720 -6.483490 0.887962
61 C 4.863740 -5.919430 -0.439908
62 H 5.387010 -4.527240 2.045492
63 H 6.789970 -5.589050 2.134102
64 H 4.669640 -6.982490 1.534262
65 H 6.210160 -7.182980 0.717762
66 H 3.913670 -5.434800 -0.214958
67 H 4.767020 -6.660350 -1.233498
68 C 0.441620 7.409750 -5.053848
69 C 1.574990 6.369090 -5.151538
70 O 1.337890 5.594800 -6.250828
71 S 0.364020 6.262680 -7.391918
72 O -0.882790 5.512320 -7.373118
73 O 1.102740 6.441320 -8.668878
74 O 0.283900 7.641480 -6.487558
75 H 0.738780 8.230880 -4.401518
76 H -0.464010 6.995190 -4.611028
77 H 1.779390 5.764500 -4.267908
78 H 2.514120 6.873430 -5.379098
79 C -5.165770 2.507700 4.770182
80 C -5.688600 3.874000 4.231382
81 O -5.550570 4.639890 5.407152
82 S -5.958270 3.780670 6.833182
83 O -7.441630 3.890000 7.173992
84 O -4.896380 4.000470 7.797512
85 O -5.679270 2.327390 6.058352
86 H -4.080310 2.478050 4.864952
87 H -5.449180 1.610180 4.220422
88 H -6.691900 3.757630 3.821612
89 H -4.960200 4.238760 3.507152
90 C 6.992850 2.360950 -1.062388
91 C 7.268290 2.170640 -2.528468
92 O 7.595740 3.486420 -2.911358
93 S 8.138540 4.464950 -1.677308
94 O 7.202690 5.577940 -1.529238
95 O 9.560520 4.736850 -1.904138
96 O 7.897910 3.289510 -0.547388
97 H 7.215240 1.384520 -0.632018
98 H 5.967880 2.565570 -0.753078
99 H 6.375010 1.863560 -3.072398
100 H 8.120270 1.502550 -2.654458
101 C 4.275130 2.959450 6.343312
102 C 3.644080 1.747520 7.063412
103 O 2.972190 2.381110 8.110152
104 S 3.853060 3.609280 8.705712
105 O 4.710230 3.204270 9.798822
106 O 2.968310 4.824410 8.891082
107 O 4.828570 3.708840 7.396132
108 H 3.529410 3.665880 5.978682
109 H 4.954150 2.670740 5.541022
110 H 4.416640 1.105820 7.487052
111 H 2.961750 1.228660 6.390132

Cartesian forces, eV/Å:
-0.7542 -1.7421 -1.1744
-0.3976 -0.2179 0.2313
-0.1843 -0.6364 -0.4320
-0.5358 0.6464 0.6381
0.8966 0.1534 0.9201
0.4052 0.9532 -0.1492
0.5469 0.8575 0.0040
-0.3982 3.0421 1.8524
0.9584 -2.5313 -1.5754
0.3317 -2.0945 -0.0265
-1.0947 1.7957 0.4698
-0.5327 2.2069 -0.3051
-0.3431 -1.8709 0.1020
0.7326 -1.0275 -0.2710
-0.1027 -0.3311 0.1225
-0.0142 0.0138 -0.0858
-0.0679 0.2578 -0.0147
0.0892 0.3398 -0.3931
0.4469 0.2128 0.1096
-3.0471 0.9146 1.3931
6.5804 -1.9764 1.0793
-2.1023 0.7548 -2.4990
-1.0816 0.5570 1.2367
0.3088 1.0001 1.0665
0.0941 -1.0076 -1.2097
0.0119 0.0699 -0.4889
-0.2389 -0.3511 -0.6965
0.0991 0.0307 -0.0961
-0.6073 0.2179 0.2761
0.0174 0.0398 0.0051
-0.0300 -0.2419 -0.0525
-1.2493 -0.2626 -3.3824
-0.1219 1.7332 1.4706
0.8748 -1.9914 1.2463
0.6932 1.9977 1.8218
-0.0374 -0.0120 0.4759
0.1344 -0.1655 -1.5171
-0.0197 -0.2711 -0.7767
-0.5056 0.0036 -0.1363
-0.0490 -0.1742 -0.2438
-0.0726 -0.4606 0.3075
0.4212 -0.1469 0.0172
-0.0443 -0.2603 0.7220
-0.0098 0.5407 0.1647
2.3248 -1.1918 1.3627
-2.3321 -0.2388 -1.2957
0.0755 1.0572 0.6043
-0.2689 2.7818 -0.9281
-0.2206 -1.6476 0.1174
-0.6049 -1.0012 -0.4873
0.3050 -0.0021 0.1008
0.0396 -0.2568 0.1074
0.2367 0.1683 0.2869
0.2097 -0.2770 -0.2885
0.2680 0.0826 0.2574
-0.1407 -2.1328 4.1134
0.3513 1.4744 -5.2939
0.6084 1.5015 -2.2984
1.2365 -0.4880 2.8676
-0.9593 -0.6533 -0.4443
0.0266 0.1220 1.3278
-0.7468 -0.5444 0.1336
-0.0092 0.3150 0.4112
-0.1418 0.0998 -0.1747
-0.0057 -0.0641 -0.1220
-0.3758 -0.1705 -0.3539
0.1523 0.5755 -0.1741
0.6815 -2.1780 -0.4172
1.0795 1.6481 1.4044
-1.1889 -2.0650 -2.7331
1.1466 -0.6104 0.3205
1.8299 1.5810 -0.2218
-2.1070 0.0484 3.7473
-0.8725 0.7249 -0.9450
0.0559 0.6169 -1.0529
-0.1759 -0.1263 -0.3770
-0.5551 -0.1905 -0.0669
0.1038 0.5275 0.3592
0.6195 -0.3925 -1.1442
1.1781 -2.2384 0.7051
-1.1892 0.6695 2.3263
-1.8294 -0.5762 -1.3479
5.4405 -0.2594 -1.1680
-2.1099 -0.0014 -1.3670
-1.5182 1.3780 2.2859
0.1274 0.3889 -0.2959
-0.2318 0.2745 -0.2558
-0.1251 0.5004 0.2394
-0.3199 0.2334 0.0023
-1.0148 -2.7436 0.9424
-0.2262 0.7912 0.6567
0.8300 2.1477 -0.2363
0.0923 0.1297 -1.4766
1.7398 -2.2021 -0.0178
-2.8712 -0.7067 0.9774
1.1344 1.9976 -0.6094
0.1373 0.1417 0.5900
-0.0478 0.5165 -0.4551
0.2423 -0.1065 -0.0423
-0.0577 0.0085 -0.3273
-1.2464 -0.4474 -0.4595
1.0219 0.7378 -1.5338
-0.7518 1.1282 1.7886
-0.9579 2.7200 0.9026
-1.3217 0.3340 -1.3131
2.8543 -4.2459 -0.9886
0.5516 0.4799 1.7326
-0.4901 -0.7251 -0.8023
0.4423 0.3197 0.4741
0.0249 -0.2436 -0.2705
-0.1546 -0.0607 0.4342